Entry 1:
The following is a DFT calculation (the ωB97M-V functional and the def2-TZVPD basis) of a cluster of 2 separate species, C26H32N3O3 in total in a non-equilibrium geometry.

Electronic energy   -38087.48941 eV
Charge   +1
Energy relative to the best compared isomer or geometry (same formula, charge and spin)   0.000 eV

Geometry as XYZ:
```
64
C26H32N3O3, DFT the ωB97M-V functional and the def2-TZVPD basis
C -0.37614 3.15637 2.75814
H -3.44009 1.67046 1.56188
C -2.65515 -3.40346 -3.63524
C -0.55125 1.93014 3.68233
C 4.74513 1.45431 0.65494
O -1.40371 -6.49899 -1.18115
O -2.98934 -2.49559 -4.36632
C 0.15661 -2.68893 -0.50253
C 1.68436 2.44248 -0.17052
H 1.79044 2.13191 -1.19259
H -4.70332 -8.30415 -4.23111
H -0.04144 3.97716 3.38366
C 2.04494 3.12424 1.89794
C -1.12965 -1.89950 -2.37792
H -0.06046 -4.77185 -0.02576
H 0.00983 2.07077 4.60066
C -4.18847 -5.00002 -4.75316
H -5.47415 -6.44508 -5.66661
H -1.22551 0.93195 1.28067
C -0.35545 -3.96234 -0.67882
H -1.59189 1.78976 3.95619
H 3.83693 3.78007 2.83420
N 2.63724 2.78342 0.68555
C 2.79122 3.61624 3.10431
H 0.18214 -0.66455 -1.22610
H 5.62335 1.36902 0.02319
O 2.25203 4.78256 3.65926
C 0.68424 2.95068 1.73408
C -0.22610 -1.65985 -1.35803
H -1.32039 3.45430 2.31788
H 4.12300 2.99922 -0.72480
N -0.66857 2.25186 -0.27179
H -3.65873 1.95491 -0.18155
H 4.02650 0.68041 0.39286
H 5.78538 0.44596 2.25041
H 1.15744 5.94417 2.33234
H -1.08765 3.10154 -0.62017
H 2.77619 2.84690 3.87077
C -4.28908 -7.31345 -4.10154
C -1.63669 1.35623 0.37283
H -2.99217 -7.89674 -2.49269
H 4.23691 1.09992 2.72425
H 5.62794 2.18685 2.49227
N 0.49587 2.53261 0.43106
C -2.79951 -5.81833 -2.95827
H -1.85310 0.52657 -0.29455
H 2.33801 6.78516 3.32375
C -3.33102 -7.09004 -3.12738
C 4.07285 2.79435 0.33929
C -1.65639 -3.17306 -2.54911
C -1.78924 -5.59419 -1.88828
C 2.15663 5.87482 2.76122
H 4.53621 3.61661 0.87272
C 5.12400 1.29688 2.12624
H 2.90278 5.82343 1.96825
C -2.97846 2.05151 0.65666
H -0.19870 1.01141 3.22090
C -3.22440 -4.76998 -3.78013
H -1.43513 -1.10590 -3.04642
H -2.82683 3.11714 0.82801
C -1.25991 -4.20907 -1.70444
C -4.72109 -6.26801 -4.91068
H -4.51608 -4.18362 -5.38134
H 0.85707 -2.49759 0.30037
```

Partial charges, Mulliken, in e:
1. C -0.745
2. H 0.334
3. C 0.557
4. C -1.454
5. C -0.338
6. O -0.648
7. O -0.658
8. C -0.573
9. C -0.031
10. H 0.504
11. H 0.409
12. H 0.450
13. C 0.303
14. C -0.858
15. H 0.492
16. H 0.413
17. C -0.571
18. H 0.409
19. H 0.147
20. C -0.704
21. H 0.342
22. H 0.539
23. N 0.308
24. C -0.858
25. H 0.649
26. H 0.421
27. O -0.437
28. C 0.466
29. C -0.257
30. H 0.297
31. H 0.455
32. N -0.997
33. H 0.402
34. H 0.261
35. H 0.395
36. H 0.233
37. H 0.297
38. H 0.273
39. C -0.488
40. C 0.015
41. H 0.479
42. H 0.225
43. H 0.289
44. N 0.545
45. C 0.173
46. H 0.196
47. H 0.300
48. C -0.568
49. C -1.000
50. C 0.254
51. C 0.652
52. C -0.639
53. H 0.466
54. C -1.059
55. H 0.281
56. C -1.354
57. H 0.379
58. C 0.199
59. H 0.493
60. H 0.392
61. C 0.155
62. C -0.496
63. H 0.472
64. H 0.412



Entry 2:
The following is a DFT calculation (the ωB97M-V functional and the def2-TZVPD basis) of an isolated molecule of C2H6N4S4 in a non-equilibrium geometry.

Electronic energy   -51471.36700 eV
Charge   0
SMILES   NNC(=S)SSC(=S)NN
Energy relative to the best compared isomer or geometry (same formula, charge and spin)   0.062 eV

Geometry as XYZ:
```
16
C2H6N4S4, DFT the ωB97M-V functional and the def2-TZVPD basis
N -0.71690 -1.66278 -0.71549
H -2.30198 -1.77812 -1.85942
S 1.78689 0.88096 -1.99841
H 0.16849 2.16020 1.89079
C -1.18433 -1.36044 0.49092
S -2.70362 -1.69403 1.04453
H 1.83373 2.28039 2.01113
N -1.46877 -2.34023 -1.69346
H 1.00734 3.05016 -0.49221
N 0.99914 2.59650 1.49820
H -1.81965 -3.20787 -1.28254
S 1.70497 -0.31903 0.72247
C 1.47310 1.08387 -0.38391
S -0.13333 -0.51377 1.65077
N 1.09726 2.25336 0.15929
H 0.25766 -1.42917 -1.04266
```

Partial charges, Mulliken, in e:
1. N 0.100
2. H 0.282
3. S -0.309
4. H 0.293
5. C 0.432
6. S -0.299
7. H 0.304
8. N -0.811
9. H 0.224
10. N -0.722
11. H 0.278
12. S -0.120
13. C 0.296
14. S -0.114
15. N 0.014
16. H 0.153



Entry 3:
The following is a DFT calculation (the ωB97M-V functional and the def2-TZVPD basis) of a cluster of 12 separate species, C51H66F3N5O31S4 in total in a non-equilibrium geometry.

Electronic energy   -176349.22029 eV
Charge   0
SMILES   O=[N+]([O-])c1ccccc1.O=[N+]([O-])c1ccccc1.O=[N+]([O-])c1ccccc1.O=[N+]([O-])c1ccccc1.O=[N+]([O-])c1ccccc1.O=C1OC[C@@H](F)O1.O=C1OC[C@@H](F)O1.O=C1OC[C@@H](F)O1.CCOS(C)(=O)=O.CCOS(C)(=O)=O.CCOS(C)(=O)=O.CCOS(C)(=O)=O
Energy relative to the best compared isomer or geometry (same formula, charge and spin)   1.101 eV

Geometry as XYZ:
```
160
C51H66F3N5O31S4, DFT the ωB97M-V functional and the def2-TZVPD basis
H -8.43786 -5.43472 4.41473
H 1.70389 3.93884 0.69197
H 7.13421 7.55173 3.11638
C 0.41499 -5.07478 2.73127
O 3.19774 -4.48875 -8.26309
O 2.72671 3.87622 -8.73070
H 6.45463 -1.47639 -5.76208
H 0.51397 4.73348 -10.32030
O -0.92430 -0.42258 -2.73654
O 1.43414 4.83141 14.03551
H -8.07760 7.46651 -5.15939
H -5.36195 -0.97401 -6.75567
H -4.38551 5.02617 -3.76063
O -1.59480 -0.84756 -0.70624
O 1.64177 -4.49187 -6.63972
O -7.66797 4.59753 -4.06039
C 5.98326 -2.10093 -2.46934
H -8.09327 -0.24271 -7.27702
C 6.78483 6.52833 6.15226
C -9.63827 -0.88390 -8.58346
H 1.67998 3.90253 -11.32415
C 0.27081 4.68013 9.24201
N 0.91845 5.67421 13.30606
H 4.48813 1.22941 -10.36140
O -9.12369 4.22368 -6.17875
H -9.90255 0.11706 -8.92456
O 0.83833 2.28458 -8.35884
F 5.55489 6.44199 3.63542
H 1.49480 -4.98419 2.61330
H -4.88082 0.45806 -7.51656
C 1.57545 -5.24779 5.49411
H 1.43878 3.76878 -1.70981
H 6.70671 -2.16004 5.82132
H 0.69088 2.03971 2.21633
S -5.78034 -1.16007 -9.33520
H 5.41157 0.68149 -5.01220
C -1.29219 -0.46759 7.06087
C -0.18447 0.94341 -0.90394
O 6.50071 6.59658 7.31236
C 5.70440 -0.09136 -4.31695
C 5.54367 -0.81675 -2.06823
C 0.69143 2.00742 1.13681
H 5.18362 -0.70915 -1.05571
H 7.89766 0.65057 9.75006
C 0.07421 0.92560 0.49783
H 2.58399 0.64082 -12.43255
H -5.02741 4.32245 -5.16081
H 3.89812 1.59690 -13.03251
O 6.70575 7.43926 5.22191
H 1.40746 -5.37189 -4.63699
H -4.00542 -1.15459 -7.63125
H 2.51512 -6.45140 6.93281
H 2.59474 -4.60060 7.10445
H -6.54914 6.10620 -3.57377
C 3.60269 0.95372 -12.20357
H 4.27034 0.11456 -12.39894
H -0.19753 -5.32446 1.86491
O -7.28951 -0.50626 -9.05340
O 2.93380 -6.21683 -6.70953
C 7.46902 5.71456 4.25947
C 3.69097 1.76153 -10.88052
H 0.05320 -5.36758 -5.58662
C 6.19463 -1.26632 -4.73511
F -2.90087 -0.23802 4.58890
C -4.94978 -0.61443 -7.69850
H -7.40924 -3.27201 3.60126
C -6.47870 5.02750 -3.43397
H -10.36965 -1.19376 -7.83702
N 6.08246 -3.22129 -1.47235
F 1.01059 -7.27742 -7.23437
N -6.09087 -7.89608 1.22638
C 2.68289 -5.04167 -7.31966
C 8.16070 -1.25651 8.72601
C 6.27338 -2.36450 -3.84876
C -8.85916 6.70979 -5.22755
H -4.16354 -0.42384 7.68459
H -8.00999 -2.01219 -7.83573
H -1.14840 6.25286 9.13212
C 1.24136 3.89876 9.98532
N 5.45359 0.30162 5.78617
O 6.49108 -4.33768 -1.95744
H -6.49439 4.62613 -2.42068
H 0.06412 3.06596 -11.04213
H 4.85434 1.04960 -2.69328
C -5.93528 -5.51218 1.37990
O 5.82325 -3.00920 -0.30451
H 0.64169 -5.42543 6.02761
C 0.99659 3.05924 -1.02613
H 0.08917 4.32606 8.23798
H 2.27491 3.69064 11.77743
O -6.81011 5.17014 -6.38472
H -0.12183 -4.48499 3.47429
O -2.27806 0.34768 7.41784
C -6.26510 -4.31603 2.05746
C 5.30448 0.11920 -3.00654
O 0.96697 -7.69270 2.70099
C 1.13458 -5.45869 -5.68871
C 6.90408 -1.53977 6.68312
H 1.61870 -4.31657 4.92926
C -7.78359 -5.39846 3.55624
H 6.20743 1.45898 8.21560
H 8.81885 -1.67942 9.47058
C -3.50462 -0.03190 6.90980
H -3.63222 -1.83746 5.52846
O 5.65865 -0.00492 4.53355
C -6.52113 -6.62483 1.88903
C 6.37820 -0.27423 6.84096
O -5.93003 -2.60542 -9.19915
C -7.26168 -4.19123 3.05386
H -3.81369 0.91109 6.45886
O 4.58718 1.02254 6.19947
H 7.30571 5.00352 3.44962
C 6.63302 0.48558 8.02132
C -8.19742 -0.96761 -8.08435
H -9.41813 6.44341 -4.33050
H -9.79870 -1.39934 -9.53040
C 7.77005 -2.05972 7.60544
C -0.17262 6.03366 11.02838
C -5.18981 4.36530 -4.08383
H -5.00458 3.32500 -3.81633
C 1.49310 4.24960 11.28475
H 3.99982 2.78402 -11.09782
O 2.40995 1.62605 -10.20390
O 1.70509 -6.34820 4.65901
H 8.51693 6.00479 4.18362
O -5.06129 -7.85650 0.52558
O -0.72856 -6.82977 4.43846
H 0.09642 1.79051 -2.70850
C 2.66418 -5.47918 6.46306
O 0.56368 6.81226 13.61734
S 1.78725 2.91146 -9.22129
H 1.67240 -7.49951 -5.45774
H -5.81034 -3.38415 1.75549
H -9.54993 6.94156 -6.03824
H 3.59903 -5.53520 5.90538
O -0.20912 -0.53743 7.53294
C -3.04349 -0.93483 5.69204
C 6.73467 6.93230 3.91935
H 8.11845 -3.08196 7.59844
C 0.82630 3.74750 -10.66439
H -5.22304 -5.63347 0.57715
C -0.45343 5.71612 9.76087
O -5.22206 -0.46563 -10.51058
N -0.96232 -0.20367 -1.49676
H 6.60267 -3.30310 -4.26948
S 0.46684 -6.65886 3.61464
H -0.26335 0.06636 1.05833
H -7.61653 -7.47270 3.59991
C 0.27556 1.97854 -1.66019
C 1.20359 3.04428 0.35159
C 0.76934 5.34038 11.87175
O -1.81226 -1.39456 6.23949
S -8.05940 5.06364 -5.58938
C 7.62961 0.06940 8.88013
O -6.94402 -8.85970 1.11318
C 1.70604 -6.72547 -6.22444
O 7.18316 5.40199 5.63133
H 1.83118 3.14840 9.47990
H -0.59967 6.96236 11.37704
C -7.37045 -6.59231 3.02480
```

Atomic partial charges in e from the Mulliken method, atoms 1 to 99:
1. H 0.364
2. H 0.403
3. H 0.369
4. C -0.899
5. O -0.533
6. O -0.547
7. H 0.370
8. H 0.349
9. O -0.571
10. O -0.554
11. H 0.315
12. H 0.342
13. H 0.314
14. O -0.546
15. O -0.309
16. O -0.325
17. C 0.150
18. H 0.277
19. C 0.681
20. C -1.351
21. H 0.280
22. C -0.241
23. N 0.895
24. H 0.250
25. O -0.600
26. H 0.338
27. O -0.536
28. F -0.267
29. H 0.344
30. H 0.378
31. C -0.146
32. H 0.391
33. H 0.411
34. H 0.423
35. S 1.137
36. H 0.360
37. C 0.689
38. C 0.287
39. O -0.554
40. C -0.390
41. C -0.500
42. C -0.538
43. H 0.433
44. H 0.367
45. C -0.367
46. H 0.282
47. H 0.333
48. H 0.317
49. O -0.326
50. H 0.281
51. H 0.364
52. H 0.322
53. H 0.404
54. H 0.303
55. C -1.066
56. H 0.329
57. H 0.436
58. O -0.317
59. O -0.314
60. C -0.560
61. C -0.116
62. H 0.325
63. C -0.411
64. F -0.259
65. C -1.012
66. H 0.388
67. C -0.244
68. H 0.357
69. N 0.942
70. F -0.275
71. N 0.786
72. C 0.679
73. C -0.300
74. C -0.322
75. C -0.925
76. H 0.302
77. H 0.350
78. H 0.396
79. C -0.679
80. N 0.863
81. O -0.566
82. H 0.264
83. H 0.301
84. H 0.408
85. C -0.404
86. O -0.569
87. H 0.326
88. C -0.508
89. H 0.350
90. H 0.380
91. O -0.597
92. H 0.249
93. O -0.365
94. C -0.354
95. C -0.363
96. O -0.609
97. C -0.437
98. C -0.351
99. H 0.405



- Which of these has the lowest electronic energy?
  C51H66F3N5O31S4